DFT (ωB97M-V/def2-TZVPD) results for a gas-phase ion, C6H13NO (charge +1).

Values from the calculation:
Expectation value of S² = 0.75
Total charge = +1
Multiplicity = 2

Last column: Löwdin charge in e.
Cartesian coordinates (Å):
C  0.81  0.89  -1.18  -0.2565
O  0.75  1.89  -2.17  -0.0246
C  -0.41  -0.01  -1.10  -0.4055
C  -0.22  -1.05  0.00  -0.1179
C  -0.80  -0.57  1.38  -0.1269
C  0.20  -0.29  3.76  0.2577
C  0.23  -0.26  2.38  0.0174
N  -0.60  -0.61  -2.42  0.0671
H  1.01  1.38  -0.22  0.1191
H  1.70  0.26  -1.29  0.1299
H  0.16  1.52  -2.86  0.0930
H  -1.28  0.63  -0.90  0.1484
H  0.78  -1.44  0.18  0.1260
H  -0.88  -1.87  -0.27  0.1255
H  -1.38  -1.36  1.87  0.1389
H  -1.38  0.33  1.11  0.1642
H  1.03  -0.03  4.41  0.1107
H  -0.65  -0.73  4.26  0.1130
H  1.13  0.14  1.89  0.1358
H  -1.02  -1.53  -2.39  0.0848
H  0.30  -0.83  -2.86  0.0997

---

DFT (ωB97M-V/def2-TZVPD) results for 2 unconnected molecules or ions with the total composition C6H13NO2.

Values from the calculation:
SMILES = CC(C)=CN.O=CCO

Last column: Löwdin charge in e.
Cartesian coordinates (Å):
C  -1.77  -0.01  0.61  -0.0504
C  -0.68  0.71  -0.12  -0.3474
C  -0.83  0.90  -1.59  -0.0543
C  0.35  1.30  0.58  -0.2249
N  0.27  1.61  1.95  0.0738
H  -2.37  -0.60  -0.07  0.0827
H  -2.41  0.72  1.11  0.0936
H  -1.35  -0.66  1.38  0.0805
H  -1.72  1.51  -1.79  0.0905
H  -0.95  -0.05  -2.11  0.0722
H  0.04  1.40  -2.02  0.0829
H  1.02  1.95  0.03  0.1281
H  -0.03  0.80  2.49  0.0742
H  1.14  1.96  2.32  0.0871
O  1.15  -1.02  1.73  -0.0335
C  1.27  -0.74  0.54  -0.3132
C  0.72  -1.80  -0.57  -0.2091
O  1.12  -1.54  -1.88  -0.0686
H  2.17  -0.29  0.10  0.1231
H  -0.37  -1.92  -0.57  0.1038
H  1.14  -2.74  -0.19  0.1193
H  2.08  -1.48  -1.91  0.0895

---

DFT (ωB97M-V/def2-TZVPD) results for 2 unconnected molecules or ions with the total composition C6H13NO2.

Values from the calculation:
SMILES = COC(C)=O.C=CCN

Last column: Löwdin charge in e.
Cartesian coordinates (Å):
C  0.85  0.04  2.77  -0.0418
O  -0.19  -0.24  1.84  -0.0662
C  -0.63  0.79  1.09  -0.5829
C  -2.09  0.61  0.78  0.0115
O  0.03  1.75  0.79  0.0892
H  0.39  0.31  3.73  0.0951
H  1.48  0.86  2.42  0.0918
H  1.44  -0.86  2.89  0.0898
H  -2.64  0.96  1.66  0.0957
H  -2.38  1.23  -0.07  0.0881
H  -2.33  -0.43  0.61  0.0757
C  -0.29  -1.75  -0.85  0.0020
C  -0.13  -0.53  -1.33  -0.2131
C  1.20  0.15  -1.51  -0.2927
N  1.49  0.41  -2.92  -0.0096
H  -1.26  -2.22  -0.80  0.0574
H  0.54  -2.32  -0.48  0.0644
H  -0.97  0.03  -1.73  0.1039
H  2.00  -0.48  -1.12  0.1154
H  1.22  1.11  -1.00  0.0969
H  0.79  1.04  -3.30  0.0633
H  1.45  -0.45  -3.45  0.0662

---

DFT (ωB97M-V/def2-TZVPD) results for C6H13NO2 in the gas phase.

Values from the calculation:
SMILES = CC(C)C[C@H](N)C(=O)O

Last column: Löwdin charge in e.
Cartesian coordinates (Å):
C  -1.38  -1.56  0.28  -0.1117
C  -1.50  -0.17  -0.28  -0.4565
C  -1.68  0.85  0.81  -0.1022
C  -0.12  0.20  -0.96  -0.1325
C  1.00  0.58  0.03  -0.2906
N  1.73  1.87  -0.26  0.0657
C  2.13  -0.37  0.23  -0.4416
O  2.88  -0.44  1.19  0.0885
O  2.14  -1.43  -0.71  0.0307
H  -0.87  -1.65  1.25  0.0881
H  -2.42  -1.94  0.53  0.0950
H  -0.98  -2.31  -0.38  0.0689
H  -2.39  -0.28  -1.02  0.1632
H  -1.66  1.86  0.27  0.1019
H  -2.71  0.62  1.25  0.1051
H  -0.75  0.70  1.53  0.1023
H  -0.37  0.87  -1.78  0.1107
H  0.20  -0.67  -1.55  0.1016
H  0.60  0.57  1.05  0.1080
H  1.27  2.65  0.15  0.0539
H  1.96  2.05  -1.26  0.1001
H  2.93  -1.98  -0.39  0.1515

---

DFT (ωB97M-V/def2-TZVPD) results for 2 unconnected molecules or ions with the total composition C6H13NO3.

Last column: Löwdin charge in e.
Cartesian coordinates (Å):
C  -0.19  1.61  -2.49  -0.3107
C  0.70  2.65  -1.87  -0.1055
C  -2.37  -0.73  0.47  -0.1141
C  0.84  -3.21  0.67  -0.0312
C  0.80  0.77  2.22  -0.0741
C  -0.03  -0.92  0.68  -0.3714
N  -0.91  0.88  -1.76  0.0958
O  -1.25  -1.39  0.52  -0.0305
O  0.91  -1.84  1.11  -0.0542
O  0.25  0.43  0.93  -0.0769
H  1.57  2.07  -1.43  0.0883
H  1.00  3.52  -2.52  0.0790
H  0.29  3.08  -0.94  0.0698
H  -2.41  0.42  0.72  0.0981
H  -3.15  -1.25  -0.12  0.0545
H  -0.27  1.69  -3.57  0.0973
H  0.40  -3.35  -0.27  0.0743
H  0.30  -3.81  1.31  0.0591
H  1.91  -3.55  0.72  0.1132
H  0.61  1.88  2.42  0.1132
H  1.93  0.76  2.27  0.0932
H  0.60  0.15  3.05  0.0673
H  -1.53  0.14  -2.14  0.0657

---

DFT (ωB97M-V/def2-TZVPD) results for C6H13NO3 in the gas phase.

Values from the calculation:
SMILES = N[C@@H](CCCCO)C(=O)O

Last column: Löwdin charge in e.
Cartesian coordinates (Å):
N  -2.07  -1.48  0.68  0.0533
C  -1.34  -0.35  0.21  -0.3361
C  -0.41  -0.74  -0.90  -0.1778
C  0.96  -1.28  -0.46  -0.1715
C  2.14  -0.27  -0.27  -0.1729
C  1.95  0.92  0.71  -0.1849
O  0.99  1.85  0.00  -0.1523
C  -2.33  0.83  -0.17  -0.4746
O  -3.51  0.70  -0.11  0.1088
O  -1.69  1.97  -0.43  0.1019
H  -3.08  -1.22  0.61  0.0913
H  -1.88  -1.71  1.63  0.0655
H  -0.74  0.06  1.06  0.1457
H  -0.27  -0.01  -1.65  0.1041
H  -0.93  -1.48  -1.42  0.1027
H  0.82  -1.84  0.46  0.1094
H  1.40  -1.93  -1.23  0.1100
H  3.09  -0.78  -0.05  0.1084
H  2.27  0.21  -1.28  0.1225
H  2.87  1.44  0.97  0.1039
H  1.50  0.61  1.66  0.1079
H  0.97  2.72  0.55  0.1518
H  -0.71  1.77  -0.56  0.0829

---

DFT (ωB97M-V/def2-TZVPD) results for 2 unconnected molecules or ions with the total composition C6H13NO3.

Values from the calculation:
SMILES = C=C(C)N(O)O.C=C(C)O

Last column: Löwdin charge in e.
Cartesian coordinates (Å):
C  1.03  -1.91  -1.56  0.0872
C  1.17  -1.08  -0.53  -0.3230
C  2.41  -0.31  -0.23  -0.0310
N  0.05  -0.82  0.37  -0.2508
O  0.46  -0.84  1.71  -0.0005
O  -0.98  -1.75  0.22  0.0180
H  1.84  -2.03  -2.26  0.0657
H  0.13  -2.46  -1.75  0.0603
H  2.21  0.76  -0.24  0.0745
H  2.79  -0.57  0.76  0.0855
H  3.17  -0.54  -0.97  0.0828
H  0.56  0.14  1.87  0.0971
H  -1.65  -1.26  -0.30  0.1028
C  -0.99  1.14  -1.18  0.0070
C  -0.90  0.99  0.15  -0.3792
C  -2.12  1.02  1.04  -0.0484
O  0.28  1.67  0.98  -0.0964
H  -0.11  1.16  -1.81  0.0558
H  -1.95  1.29  -1.64  0.0566
H  -2.99  0.62  0.52  0.0855
H  -1.95  0.44  1.95  0.0859
H  -2.35  2.04  1.33  0.0879
H  -0.11  2.32  1.57  0.0766

---

DFT (ωB97M-V/def2-TZVPD) results for 2 unconnected molecules or ions with the total composition C6H13NO3.

Last column: Löwdin charge in e.
Cartesian coordinates (Å):
C  0.90  0.57  -0.04  0.0588
C  2.40  -1.85  -0.81  -0.0964
C  -1.36  0.15  2.34  -0.0826
C  2.42  -0.49  -1.66  -0.1988
C  -2.61  0.63  1.77  -0.2261
C  -1.85  1.20  -0.45  -0.4098
N  1.28  0.25  -1.19  -0.2249
O  0.53  0.68  -2.41  -0.0225
O  -2.18  0.23  -1.10  0.0380
O  -2.09  1.60  0.82  -0.0624
H  1.64  0.20  0.75  0.0700
H  1.33  -2.30  -0.90  0.1025
H  3.22  -2.64  -1.12  0.0962
H  2.51  -1.48  0.30  0.0704
H  -1.28  0.74  3.30  0.1055
H  -1.59  -0.86  2.58  0.0698
H  -0.47  0.24  1.72  0.0351
H  2.14  -0.85  -2.67  0.1182
H  3.39  -0.03  -1.58  0.1152
H  -3.29  1.18  2.43  0.1342
H  -3.20  -0.08  1.22  0.1090
H  -1.40  2.12  -0.97  0.1540
H  -0.42  0.79  -2.34  0.0467

---

DFT (ωB97M-V/def2-TZVPD) results for 2 unconnected molecules or ions with the total composition C6H13NO3.

Values from the calculation:
SMILES = C[C@H]1CC[C@]1(O)C(=O)O.N

Last column: Löwdin charge in e.
Cartesian coordinates (Å):
C  -0.61  0.31  -2.55  -0.0603
C  -0.24  -0.62  -1.41  -0.2635
C  1.24  -1.06  -1.40  -0.1162
C  1.54  -0.02  -0.31  -0.0684
C  0.02  0.12  -0.04  -0.4146
O  -0.54  1.39  0.14  0.0082
C  -0.45  -0.73  1.14  -0.3365
O  -0.05  -1.85  1.33  0.1271
O  -1.85  -0.37  1.64  -0.0201
H  0.13  1.12  -2.68  0.0876
H  -0.65  -0.26  -3.49  0.0896
H  -1.60  0.77  -2.40  0.0860
H  -0.98  -1.43  -1.33  0.1496
H  1.37  -2.09  -1.05  0.1144
H  1.78  -0.94  -2.35  0.1107
H  2.16  -0.32  0.54  0.1230
H  1.93  0.92  -0.72  0.1210
H  -0.40  1.94  -0.63  0.0982
H  -2.05  0.48  1.20  0.0796
N  0.03  0.51  3.51  -0.0036
H  0.08  1.43  3.07  -0.0003
H  0.16  0.58  4.51  0.0004
H  -1.02  0.11  3.29  0.0881

---

DFT (ωB97M-V/def2-TZVPD) results for 2 unconnected molecules or ions with the total composition C6H13NO4.

Last column: Löwdin charge in e.
Cartesian coordinates (Å):
C  -2.22  0.04  -0.05  -0.4801
C  -1.33  -0.69  1.00  -0.1049
C  0.18  -1.03  1.08  -0.2379
C  2.03  -1.30  -0.34  -0.1348
C  1.56  0.25  -0.37  -0.3669
C  0.91  0.50  0.98  -0.2465
H  -2.25  -0.36  -1.95  0.0077
H  -3.24  -0.14  0.29  0.1443
H  -1.03  1.60  -0.61  0.2243
H  -1.86  -0.27  1.74  0.0564
H  -1.94  -1.74  0.63  0.1946
H  0.53  -1.87  1.94  0.1941
H  -0.01  -1.26  -1.05  0.1463
H  2.62  -1.59  -1.36  0.1485
H  2.70  -1.48  0.69  0.1577
H  0.82  0.14  -1.29  0.1594
H  2.18  2.10  -0.14  0.1811
H  1.58  0.90  1.86  0.1760
H  -0.99  1.86  1.14  0.3190
N  0.58  -1.79  -0.17  -0.0897
O  -1.86  -0.73  -1.26  -0.0164
O  -2.16  1.35  -0.33  -0.0927
O  2.63  1.24  -0.73  -0.1235
O  0.15  1.64  0.51  -0.2161

---

Calculated values (eV/A) of F_max for the records, taken in order: 2.812 3.514 0.504 3.569 3.663 3.239 3.242 3.985 4.110 6.947.
Calculated values (kcal/mol) of energy above the lowest of the compared OMol25 structures with the same formula, charge and spin for the records, taken in order: 62.94 64.56 39.97 46.02 179.63 34.04 160.56 152.83 52.03 196.33.